Below is C7H7O6SSm as an isolated structure, with properties calculated with the ωB97M-V functional and the def2-TZVPD basis.

- Gap between HOMO and LUMO (spin up / spin down): 6.6960 / 6.8171 eV
- ΔE to the lowest compared entry with this formula, charge and spin: 21.2 kcal per mole
- Charge: +2
- Total energy: -1777.80736 a.u.
- Multiplicity: 6
- Lowest unoccupied orbital energy (spin up / spin down): -9.43 / -9.30 eV
- HOMO level (spin up / spin down): -16.12 / -16.11 eV

```
22
Properties=species:S:1:pos:R:3:lowdin_charge:R:1
H -1.4546 0.2638 3.8032 0.086
O -0.1932 -1.9189 -2.4732 -0.194
C 0.1007 -2.4400 3.0047 -0.205
O 0.2185 3.8999 -3.5426 0.044
C 0.3042 1.5776 -0.4485 -0.089
C -0.3999 -0.7133 -2.9601 -0.275
H 0.2186 0.3569 3.1283 0.076
S -1.1255 -1.4258 2.1752 1.050
H 0.2718 -3.3151 2.3758 0.075
H -0.1052 -0.4136 -3.9844 0.168
C -0.8457 0.2220 2.8907 -0.193
H -0.3011 -2.7708 3.9651 0.088
C 0.2852 2.9121 -4.1205 0.041
O -1.9073 1.0913 -2.3304 0.172
O -0.4714 -1.2620 0.7578 -0.748
O 3.1987 1.7504 -2.1697 0.194
H -1.1956 0.9713 2.1623 0.069
C -1.0136 0.3045 -2.1663 -0.295
O 0.0822 2.7101 -0.5227 0.185
Sm 0.8477 -0.8752 -0.8831 1.691
C 2.4544 0.9568 -1.7998 -0.014
H 1.0314 -1.8818 3.1382 0.074
```

Below is a single C7H8 molecule, with properties calculated with the ωB97M-V functional and the def2-TZVPD basis.

- Gap between HOMO and LUMO: 9.7382 eV
- ΔE to the lowest compared entry with this formula, charge and spin: 40.5 kcal per mole
- Charge: 0
- Total energy: -271.46698 a.u.
- Lowest unoccupied orbital energy: 0.93 eV
- HOMO level: -8.81 eV

```
15
Properties=species:S:1:pos:R:3:lowdin_charge:R:1
C -0.0445 1.6538 0.3377 -0.130
H 0.6992 0.5193 2.0618 0.101
C -0.9071 0.2479 -1.3001 -0.102
H -1.5831 0.0890 -2.2113 0.125
C -0.1202 -0.7935 -0.9286 -0.074
C 0.6606 -2.0044 1.1120 -0.087
H 1.7073 -2.3072 1.5289 0.101
C 0.5326 0.5457 0.9995 -0.042
C -0.6782 1.5648 -0.8335 -0.111
H -0.0875 -2.1305 2.0021 0.107
H -1.0750 2.5071 -1.4025 0.143
C 0.6044 -0.7044 0.3264 -0.249
H -0.0206 -1.6632 -1.4739 0.080
H 0.1500 -2.6543 0.3852 0.054
H -0.0754 2.5804 0.8290 0.084
```

Below is a single C7H8 molecule, with properties calculated with the ωB97M-V functional and the def2-TZVPD basis.

- Gap between HOMO and LUMO: 10.0455 eV
- ΔE to the lowest compared entry with this formula, charge and spin: 13.1 kcal per mole
- Charge: 0
- Total energy: -271.51059 a.u.
- Lowest unoccupied orbital energy: 1.07 eV
- HOMO level: -8.98 eV

```
15
Properties=species:S:1:pos:R:3:lowdin_charge:R:1
H -1.3063 -2.0153 1.3122 0.096
C -0.8600 -0.7846 -0.3884 -0.048
H 0.6414 -1.2119 2.6006 0.096
C -0.1504 0.3418 -0.8395 -0.297
H -0.9540 0.2055 -2.8552 0.076
H 0.5581 0.7688 -2.7742 0.085
H 1.9586 0.7875 1.7628 0.097
H -1.4656 -1.3732 -1.0634 0.104
C 0.7973 0.8818 0.0080 -0.075
H 1.2680 1.7811 -0.3878 0.112
C -0.3851 0.8855 -2.2136 -0.060
C 0.2511 -0.6282 1.7750 -0.096
H -0.7188 1.9159 -2.1937 0.081
C 1.1532 0.3053 1.2277 -0.078
C -0.7393 -1.1700 0.9481 -0.092
```

Below is a single C7H8 molecule, with properties calculated with the ωB97M-V functional and the def2-TZVPD basis.

- Gap between HOMO and LUMO: 9.8655 eV
- ΔE to the lowest compared entry with this formula, charge and spin: 127.7 kcal per mole
- Charge: 0
- Total energy: -271.32794 a.u.
- Lowest unoccupied orbital energy: 0.93 eV
- HOMO level: -8.94 eV

```
15
Properties=species:S:1:pos:R:3:lowdin_charge:R:1
C -1.1988 1.0510 1.7008 -0.039
H -0.6822 1.8034 2.2704 0.079
C -0.3099 0.0952 1.0636 -0.160
C 1.1632 -0.4150 1.2174 -0.031
C 0.3505 -0.2596 -2.3408 -0.145
H 0.7929 1.3439 -3.7678 0.010
C 0.2104 -0.5689 0.0801 -0.192
C 0.7689 0.5821 -3.0654 0.112
H 1.1958 -1.1902 1.9506 0.067
H -1.6654 1.5329 0.9306 0.051
H 1.8567 0.3196 1.2752 0.041
H 0.3729 -2.2633 -1.4802 0.159
H -1.1079 -1.4403 -1.1080 0.128
H -1.7135 0.5682 2.5418 0.097
C -0.0338 -1.1590 -1.2684 -0.178
```

Below is a single C7H8 molecule, with properties calculated with the ωB97M-V functional and the def2-TZVPD basis.

- Gap between HOMO and LUMO: 9.3032 eV
- ΔE to the lowest compared entry with this formula, charge and spin: 127.7 kcal per mole
- Charge: 0
- Total energy: -271.32796 a.u.
- Lowest unoccupied orbital energy: 1.07 eV
- HOMO level: -8.24 eV

```
15
Properties=species:S:1:pos:R:3:lowdin_charge:R:1
H -0.8581 1.9498 -1.1696 0.078
H -2.4755 1.2146 1.4145 0.105
C -1.5182 -0.0066 -0.2643 -0.231
C 0.4970 -0.9546 0.2373 -0.176
H 2.8136 0.0628 0.1790 0.070
C -0.7667 1.2181 -0.4222 -0.081
C -1.8702 0.9824 0.5229 0.030
H -1.4423 -1.9844 0.3986 0.110
H -0.9391 -1.6151 -1.3191 0.103
C 2.1466 0.8733 -0.1796 0.010
H 2.5198 1.8393 -0.2306 0.028
H 1.2935 -1.6611 -0.0796 0.128
C -0.9296 -1.3467 -0.2976 -0.094
H 0.6147 -0.9998 1.2683 0.098
C 0.9146 0.4281 -0.0578 -0.178
```

Below is C7H8 as an isolated structure, with properties calculated with the ωB97M-V functional and the def2-TZVPD basis.

- Gap between HOMO and LUMO: 9.2210 eV
- ΔE to the lowest compared entry with this formula, charge and spin: 141.7 kcal per mole
- Charge: 0
- Total energy: -271.30562 a.u.
- Lowest unoccupied orbital energy: 0.62 eV
- HOMO level: -8.60 eV

```
15
Properties=species:S:1:pos:R:3:lowdin_charge:R:1
C -1.4824 -0.7853 -1.0734 0.100
H 3.4120 1.0052 -0.1563 0.071
H 1.3269 -1.8383 1.2133 0.113
H -1.2152 -0.4327 -2.1462 0.105
C -2.1387 0.8837 0.8322 0.057
H -1.8200 1.4806 1.5774 0.019
C 2.3715 0.8954 -0.5776 0.026
H 0.7665 -0.4037 2.0695 0.097
H -3.2201 0.8500 0.6449 0.075
C 0.0614 -0.3227 0.0190 -0.179
C -1.3144 0.2797 0.0140 -0.311
H -1.9240 -1.7032 -0.9015 0.033
C 1.4887 0.0763 -0.0217 -0.227
C 0.9411 -0.8020 1.0877 -0.062
H 1.8816 1.6596 -1.2668 0.084
```

Below is a single C7H8 molecule, with properties calculated with the ωB97M-V functional and the def2-TZVPD basis.

- Gap between HOMO and LUMO: 10.1845 eV
- ΔE to the lowest compared entry with this formula, charge and spin: 130.0 kcal per mole
- Charge: 0
- Total energy: -271.32425 a.u.
- Lowest unoccupied orbital energy: 0.51 eV
- HOMO level: -9.67 eV

```
15
Properties=species:S:1:pos:R:3:lowdin_charge:R:1
C 1.4454 0.9348 -2.0070 0.106
H 0.4623 -1.2972 2.0554 0.079
H 0.1158 2.0526 0.6473 0.125
C -1.3497 -0.1397 -0.6487 -0.263
H 1.7484 0.8838 -3.0300 0.046
C 1.1207 1.0064 -0.8471 -0.156
C -0.0107 -1.3715 1.0693 -0.072
H 0.7342 -1.7196 0.3460 0.089
H 1.3007 0.8960 1.2579 0.119
C 0.5334 1.0520 0.4904 -0.170
C -1.0951 0.0737 -1.9171 0.168
H -2.3635 -0.5628 -0.6194 0.104
C -0.5786 -0.0143 0.6428 -0.387
H -0.8023 -2.1251 1.1311 0.080
H -1.2610 0.3308 1.4292 0.132
```

Below is a single C7H8 molecule, with properties calculated with the ωB97M-V functional and the def2-TZVPD basis.

- Gap between HOMO and LUMO: 10.0931 eV
- ΔE to the lowest compared entry with this formula, charge and spin: 1.9 kcal per mole
- Charge: 0
- Total energy: -271.52847 a.u.
- Lowest unoccupied orbital energy: 1.11 eV
- HOMO level: -8.98 eV

```
15
Properties=species:S:1:pos:R:3:lowdin_charge:R:1
H 2.0783 -2.1393 -0.2534 0.074
C 0.8006 -0.3864 -0.0140 -0.297
H 1.6455 1.5141 -0.4201 0.110
H -2.5010 -1.0103 0.5063 0.098
H -0.5603 2.6441 -0.4320 0.101
C -0.3639 -1.1351 0.2574 -0.047
C -0.5307 1.5658 -0.2852 -0.100
C 2.0991 -1.0927 0.0277 -0.069
C -1.7008 0.8993 0.0272 -0.090
C -1.5867 -0.4855 0.2466 -0.093
H -0.2970 -2.1946 0.4514 0.106
H 2.8243 -0.5950 -0.6179 0.077
H 2.5070 -1.1094 1.0491 0.090
C 0.7260 0.9722 -0.2550 -0.054
H -2.6679 1.3548 0.1398 0.095
```

Below is a single C7H8 molecule, with properties calculated with the ωB97M-V functional and the def2-TZVPD basis.

- Gap between HOMO and LUMO: 8.3879 eV
- ΔE to the lowest compared entry with this formula, charge and spin: 143.0 kcal per mole
- Charge: 0
- Total energy: -271.30352 a.u.
- Lowest unoccupied orbital energy: -0.12 eV
- HOMO level: -8.51 eV

```
15
Properties=species:S:1:pos:R:3:lowdin_charge:R:1
C 1.2511 0.2566 -1.0664 -0.036
H 0.2912 -2.1057 -0.0243 0.113
H -2.5452 -1.0103 -1.5859 0.009
C 0.3443 1.1238 1.1089 -0.086
C -0.0961 -1.2597 0.5327 -0.026
H 1.1213 1.2407 -1.5256 0.090
C 0.4033 1.9924 1.9399 0.137
H 0.4485 2.7662 2.6755 0.029
H 1.0562 -0.5084 -1.8193 0.067
C -1.1714 -0.3937 -0.2004 -0.314
H -1.9115 0.0328 0.4801 0.127
H 2.2831 0.1734 -0.7114 0.088
C 0.2886 0.0882 0.0931 -0.472
C -1.4432 -0.9608 -1.4766 0.151
H -0.3201 -1.4356 1.5797 0.121
```

Below is C7H8AlN2O4S as an isolated structure, with properties calculated with the ωB97M-V functional and the def2-TZVPD basis.

- Gap between HOMO and LUMO: 4.8735 eV
- ΔE to the lowest compared entry with this formula, charge and spin: 10.1 kcal per mole
- Charge: +3
- Total energy: -1321.42821 a.u.
- Lowest unoccupied orbital energy: -13.95 eV
- HOMO level: -18.82 eV

```
23
Properties=species:S:1:pos:R:3:lowdin_charge:R:1
C 0.0013 -0.6591 -4.0633 -0.017
C -2.0194 -0.0039 -0.9539 0.097
C 0.0045 -2.0952 -1.0824 0.098
O 3.0530 0.0060 -0.4507 0.324
Al 0.0015 -0.0005 -1.4550 0.276
H -0.9359 -1.2744 -4.0758 0.127
O -3.0500 -0.0058 -0.4507 0.325
H -0.0030 2.0182 3.8127 0.115
C 2.0225 0.0038 -0.9536 0.097
O -0.0060 3.1679 -0.6806 0.320
N 0.0053 1.1318 4.2884 0.146
H -0.9407 1.2699 -4.0758 0.127
C -0.0012 0.6582 -4.0635 -0.017
S -0.0151 0.0024 1.8672 0.615
N 0.0048 -1.1331 4.2902 0.147
H 0.9358 1.2735 -4.0772 0.127
H -0.0039 -2.0171 3.8081 0.115
H 0.0027 1.1169 5.3010 0.145
H 0.0023 -1.1178 5.2981 0.141
C -0.0034 2.0951 -1.0835 0.098
O 0.0058 -3.1678 -0.6788 0.320
H 0.9407 -1.2708 -4.0772 0.127
C -0.0016 0.0016 3.5563 -0.855
```

Below is a 2-piece molecular cluster, C7H8BClO2 overall, with properties calculated with the ωB97M-V functional and the def2-TZVPD basis.

- Gap between HOMO and LUMO: 9.0255 eV
- ΔE to the lowest compared entry with this formula, charge and spin: 29.7 kcal per mole
- Charge: 0
- Total energy: -907.09246 a.u.
- Lowest unoccupied orbital energy: 0.19 eV
- HOMO level: -8.84 eV

```
19
Properties=species:S:1:pos:R:3:lowdin_charge:R:1
C -0.0001 -0.6638 0.5690 -0.059
Cl -0.4393 2.5527 -1.8627 0.616
C -0.0965 0.0840 -0.6021 -0.298
O -1.5453 2.0509 1.2225 0.233
C -0.1386 -2.0524 0.6397 -0.080
C -0.3387 -2.0373 -1.7320 -0.104
H -1.9139 2.5276 1.8903 0.064
H -0.4488 -2.5350 -2.6306 0.081
H 0.1644 3.7985 1.9278 0.099
O 0.3265 3.5170 1.0388 0.176
H -0.1822 -3.8536 -0.7344 0.124
H 1.6777 1.4818 -0.7616 0.243
H -0.1295 -2.5192 1.7003 0.136
H 0.1623 -0.1575 1.5026 0.108
C 0.1977 1.5062 -0.4556 -0.434
C -0.2246 -2.7371 -0.5485 -0.106
B -0.3528 2.3949 0.7038 -0.851
C -0.2134 -0.6796 -1.7959 -0.040
H -0.0449 -0.2274 -2.7438 0.094
```

Below is C7H8Br2N2O3 as an isolated structure, with properties calculated with the ωB97M-V functional and the def2-TZVPD basis.

- Gap between HOMO and LUMO (spin up / spin down): 8.2176 / 8.2170 eV
- ΔE to the lowest compared entry with this formula, charge and spin: 169.9 kcal per mole
- Charge: 0
- Total energy: -5754.48726 a.u.
- Lowest unoccupied orbital energy (spin up / spin down): -0.87 / -0.87 eV
- HOMO level (spin up / spin down): -9.09 / -9.08 eV

```
22
Properties=species:S:1:pos:R:3:lowdin_charge:R:1
C -1.6065 1.0270 -0.8932 -0.413
H 2.5963 1.5082 0.1362 0.055
C 1.5830 -0.7160 1.3760 -0.058
O -2.8402 0.9346 -1.1018 0.040
C 1.7350 -0.2634 -0.1435 -0.337
C -0.4382 0.3178 -1.4837 0.095
C 3.0020 0.5381 0.0427 -0.089
O -1.0818 2.0003 -0.0868 -0.024
H 3.5711 0.4812 -0.8638 0.077
N 0.3017 1.8525 0.1436 0.117
C -3.6422 -0.7232 0.3345 -1.211
H 1.6508 -1.1271 -0.8915 0.155
N -3.0813 -0.5721 -0.8649 -0.249
H 2.4232 -1.3716 1.5456 0.073
H -0.3536 -0.6987 -1.8303 0.089
H 0.6270 -1.1644 1.6213 0.068
H 3.6161 0.2888 0.9105 0.084
Br -3.6527 -2.4329 1.0879 0.783
H 1.6417 0.1974 1.9413 0.072
Br -3.8394 0.6260 1.4429 0.944
O -2.8467 -1.3778 -1.8852 -0.026
C 0.6346 0.6752 -0.5379 -0.245
```

Repeat the second record exactly.
Below is a single C7H8 molecule, with properties calculated with the ωB97M-V functional and the def2-TZVPD basis.

- Gap between HOMO and LUMO: 9.7382 eV
- ΔE to the lowest compared entry with this formula, charge and spin: 40.5 kcal per mole
- Charge: 0
- Total energy: -271.46698 a.u.
- Lowest unoccupied orbital energy: 0.93 eV
- HOMO level: -8.81 eV

```
15
Properties=species:S:1:pos:R:3:lowdin_charge:R:1
C -0.0445 1.6538 0.3377 -0.130
H 0.6992 0.5193 2.0618 0.101
C -0.9071 0.2479 -1.3001 -0.102
H -1.5831 0.0890 -2.2113 0.125
C -0.1202 -0.7935 -0.9286 -0.074
C 0.6606 -2.0044 1.1120 -0.087
H 1.7073 -2.3072 1.5289 0.101
C 0.5326 0.5457 0.9995 -0.042
C -0.6782 1.5648 -0.8335 -0.111
H -0.0875 -2.1305 2.0021 0.107
H -1.0750 2.5071 -1.4025 0.143
C 0.6044 -0.7044 0.3264 -0.249
H -0.0206 -1.6632 -1.4739 0.080
H 0.1500 -2.6543 0.3852 0.054
H -0.0754 2.5804 0.8290 0.084
```